{"formula": "C81H199N9O23", "method": "the ωB97M-V functional and the def2-TZVPD basis", "symbols": ["C", "C", "C", "C", "C", "C", "N", "O", "C", "C", "C", "H", "H", "H", "H", "H", "H", "H", "H", "H", "H", "H", "H", "H", "H", "H", "H", "H", "H", "H", "C", "C", "C", "C", "C", "C", "N", "O", "C", "C", "C", "H", "H", "H", "H", "H", "H", "H", "H", "H", "H", "H", "H", "H", "H", "H", "H", "H", "H", "H", "C", "C", "C", "C", "C", "C", "N", "O", "C", "C", "C", "H", "H", "H", "H", "H", "H", "H", "H", "H", "H", "H", "H", "H", "H", "H", "H", "H", "H", "H", "C", "C", "C", "C", "C", "C", "N", "O", "C", "C", "C", "H", "H", "H", "H", "H", "H", "H", "H", "H", "H", "H", "H", "H", "H", "H", "H", "H", "H", "H", "C", "C", "C", "C", "C", "C", "N", "O", "C", "C", "C", "H", "H", "H", "H", "H", "H", "H", "H", "H", "H", "H", "H", "H", "H", "H", "H", "H", "H", "H", "C", "C", "C", "C", "C", "C", "N", "O", "C", "C", "C", "H", "H", "H", "H", "H", "H", "H", "H", "H", "H", "H", "H", "H", "H", "H", "H", "H", "H", "H", "C", "C", "C", "C", "C", "C", "N", "O", "C", "C", "C", "H", "H", "H", "H", "H", "H", "H", "H", "H", "H", "H", "H", "H", "H", "H", "H", "H", "H", "H", "C", "C", "C", "C", "C", "C", "N", "O", "C", "C", "C", "H", "H", "H", "H", "H", "H", "H", "H", "H", "H", "H", "H", "H", "H", "H", "H", "H", "H", "H", "C", "C", "C", "C", "C", "C", "N", "O", "C", "C", "C", "H", "H", "H", "H", "H", "H", "H", "H", "H", "H", "H", "H", "H", "H", "H", "H", "H", "H", "H", "O", "H", "H", "O", "H", "H", "O", "H", "H", "O", "H", "H", "O", "H", "H", "O", "H", "H", "O", "H", "H", "O", "H", "H", "O", "H", "H", "O", "H", "H", "O", "H", "H", "O", "H", "H", "O", "H", "H", "O", "H", "H"], "xyz": [[-7.659039, -0.021146, 0.118958], [-6.882018, -0.646631, -0.998240], [-5.906386, -1.731788, -0.432730], [-6.677413, -2.916992, 0.032803], [-7.567024, -3.465415, -1.108333], [-8.516551, -2.491815, -1.708061], [-7.769622, -1.256167, -2.029907], [-8.721051, -0.235438, -2.333516], [-9.014199, -3.075112, -3.043377], [-9.729063, -2.289747, -0.746617], [-6.044145, 0.397985, -1.726970], [-7.056626, 0.666417, 0.744457], [-8.086052, -0.659516, 0.805121], [-8.424486, 0.579082, -0.321231], [-5.215178, -2.008020, -1.223559], [-5.325637, -1.305402, 0.355856], [-7.278354, -2.677656, 0.884437], [-5.957374, -3.704653, 0.243766], [-8.142235, -4.319098, -0.651593], [-6.888930, -3.990768, -1.857213], [-9.241170, -4.160841, -2.931194], [-9.855689, -2.501337, -3.402226], [-8.156962, -2.976400, -3.693980], [-10.300902, -1.345451, -0.921657], [-10.396563, -3.143980, -0.842181], [-9.346965, -2.373123, 0.338531], [-5.396296, 0.923364, -1.005330], [-6.694744, 1.127887, -2.166569], [-5.445175, -0.130223, -2.463310], [-8.890291, -0.393410, -3.255648], [-2.456399, -0.837673, -3.594437], [-2.408040, -2.191749, -4.310494], [-1.852524, -1.981928, -5.718573], [-1.265087, -3.293348, -6.318187], [-0.034887, -3.720746, -5.521743], [-0.528896, -3.994184, -4.112536], [-1.309744, -2.873591, -3.550800], [-1.773461, -3.205697, -2.235272], [-1.307100, -5.358625, -4.073060], [0.698597, -4.118561, -3.203769], [-3.806177, -2.886884, -4.359650], [-2.607916, -1.018157, -2.517316], [-3.250368, -0.187092, -3.942569], [-1.508470, -0.300993, -3.707897], [-2.777587, -1.665239, -6.293685], [-1.209327, -1.114779, -5.833449], [-1.020087, -3.034678, -7.373660], [-1.954119, -4.178668, -6.358098], [0.759586, -2.953118, -5.564052], [0.295615, -4.666731, -6.000325], [-1.525665, -5.544994, -3.043438], [-2.155027, -5.424957, -4.688533], [-0.606934, -6.099652, -4.425688], [1.359194, -3.285409, -3.274444], [0.486411, -4.199269, -2.132832], [1.279941, -4.932045, -3.599252], [-3.989595, -3.418874, -3.378944], [-3.988511, -3.477560, -5.258723], [-4.503367, -2.076185, -4.378320], [-1.170135, -2.725862, -1.648574], [-2.450277, 2.848777, -4.656913], [-2.708091, 4.079856, -3.778699], [-3.580246, 3.750455, -2.609478], [-3.669945, 4.924514, -1.654820], [-2.244877, 5.370898, -1.230930], [-1.391637, 5.732416, -2.400408], [-1.379137, 4.545728, -3.290763], [-0.523065, 4.860426, -4.399227], [-1.909978, 6.991045, -3.013897], [0.032591, 6.051808, -1.901680], [-3.479542, 5.052800, -4.749751], [-3.373869, 2.344093, -4.965708], [-1.831604, 2.089411, -4.206775], [-2.025217, 3.125374, -5.610000], [-4.546473, 3.350862, -2.891177], [-3.087189, 2.974776, -2.073791], [-4.242545, 4.713579, -0.715369], [-4.221844, 5.698748, -2.126611], [-1.758804, 4.466849, -0.687807], [-2.236743, 6.173620, -0.428593], [-2.999845, 6.992000, -3.154112], [-1.637977, 7.868018, -2.405599], [-1.375798, 7.253248, -3.971662], [-0.055115, 6.720218, -1.042373], [0.602020, 5.125198, -1.676758], [0.574120, 6.523888, -2.696390], [-2.726002, 5.531527, -5.390042], [-4.080232, 5.844702, -4.283319], [-4.111865, 4.428665, -5.416756], [0.138874, 4.144245, -4.438371], [-0.213942, 2.840292, 5.418292], [-0.055827, 4.080813, 4.511804], [0.053583, 5.286773, 5.354756], [0.306739, 6.596928, 4.585444], [1.691847, 6.460571, 3.856487], [1.973562, 5.141169, 3.095544], [1.390331, 3.959828, 3.873575], [1.350785, 2.794103, 2.997749], [1.350148, 5.171733, 1.715717], [3.497519, 4.909321, 2.973293], [-1.197768, 4.037872, 3.498790], [-0.065200, 1.894049, 4.866140], [-1.255963, 2.847609, 5.841287], [0.539911, 2.862250, 6.228829], [-0.834958, 5.361228, 6.014474], [0.913423, 5.208878, 6.014280], [0.359856, 7.414256, 5.347571], [-0.468806, 6.833276, 3.899092], [2.392382, 6.506111, 4.683335], [1.878642, 7.336459, 3.200586], [1.490257, 4.252490, 1.170929], [0.325758, 5.457893, 1.667240], [1.925800, 5.914656, 1.104037], [3.943007, 5.005830, 3.903390], [3.653403, 3.906103, 2.602996], [3.844264, 5.627871, 2.248673], [-1.044034, 3.131676, 2.889939], [-1.139569, 4.891149, 2.809059], [-2.115594, 3.948929, 4.081233], [2.054952, 2.207131, 3.311877], [-0.621033, -0.354995, 2.426858], [-1.160994, -0.733238, 1.101058], [-1.848541, 0.410230, 0.395188], [-0.904574, 1.453125, -0.234944], [0.080390, 0.813963, -1.143039], [0.844648, -0.330226, -0.539674], [-0.152253, -1.224756, 0.123204], [0.441484, -2.426840, 0.620860], [1.563059, -1.071734, -1.675001], [1.840236, 0.193901, 0.486198], [-2.106466, -1.940519, 1.206341], [0.069513, 0.495261, 2.532557], [-0.109275, -1.197561, 2.865202], [-1.485887, -0.026693, 2.995101], [-2.428103, 0.009538, -0.445178], [-2.637769, 0.859814, 1.018231], [-0.399101, 1.981524, 0.558540], [-1.597892, 2.149377, -0.755138], [0.934901, 1.452549, -1.457284], [-0.432770, 0.503093, -2.086871], [2.311831, -0.433877, -2.197116], [2.203580, -1.887908, -1.370503], [0.855753, -1.408559, -2.418299], [2.773359, 0.637269, 0.156470], [1.342990, 0.937123, 1.089853], [2.230325, -0.641461, 1.078077], [-1.611838, -2.821372, 1.688172], [-2.443490, -2.176674, 0.162594], [-3.019355, -1.682465, 1.765246], [1.280396, -2.194176, 1.067207], [5.442181, 2.471348, 0.255471], [6.808090, 2.166929, 0.920438], [7.819200, 2.061457, -0.250790], [8.336730, 3.301629, -0.970394], [8.825988, 4.293629, 0.109703], [7.713727, 4.513465, 1.165901], [7.363667, 3.220166, 1.761003], [6.317801, 3.487769, 2.743410], [8.280943, 5.328414, 2.340442], [6.533975, 5.379692, 0.556438], [6.739122, 0.903728, 1.708367], [5.359226, 3.230348, -0.527090], [4.717671, 2.736580, 1.053484], [5.085656, 1.518970, -0.174875], [8.714849, 1.525953, 0.045437], [7.325737, 1.418293, -0.918965], [7.579639, 3.841253, -1.504337], [9.103482, 3.072306, -1.674338], [9.229911, 5.211025, -0.321407], [9.771297, 3.900726, 0.571302], [8.702623, 6.185566, 1.945715], [7.493564, 5.568617, 3.059668], [9.095876, 4.736146, 2.793557], [7.013202, 6.293602, 0.200831], [6.018064, 4.913619, -0.289605], [5.731169, 5.585020, 1.310517], [7.610481, 0.924569, 2.383263], [6.823836, 0.024465, 1.048272], [5.808865, 0.865236, 2.300606], [6.781134, 3.048634, 3.481233], [-4.843987, -1.113148, 3.941674], [-5.267739, -0.288943, 5.137607], [-5.919626, 0.982968, 4.646676], [-6.651202, 1.774931, 5.700992], [-7.681182, 0.826619, 6.409466], [-7.071838, -0.499099, 6.987959], [-6.286924, -1.141002, 5.855096], [-5.629679, -2.238767, 6.372250], [-6.165303, -0.221693, 8.267508], [-8.276137, -1.418950, 7.228343], [-4.022438, 0.040631, 5.993405], [-5.681662, -1.629854, 3.496373], [-4.062356, -1.834920, 4.087807], [-4.416193, -0.374055, 3.310327], [-5.271939, 1.561894, 4.046670], [-6.708239, 0.586943, 3.883122], [-7.184127, 2.605463, 5.296757], [-5.924176, 2.145257, 6.395287], [-8.426654, 0.618770, 5.704411], [-8.117918, 1.261453, 7.282894], [-6.769792, 0.058389, 9.129220], [-5.546657, -1.030341, 8.652831], [-5.507665, 0.578308, 8.094457], [-8.776805, -1.008500, 8.078992], [-8.884908, -1.298682, 6.304955], [-7.956155, -2.409345, 7.488229], [-4.316688, 0.938153, 6.528959], [-3.203795, 0.295699, 5.322362], [-3.681957, -0.829539, 6.573348], [-4.999807, -2.106508, 7.094068], [1.728454, 0.439664, -6.698079], [2.302296, 1.134138, -5.436537], [3.401470, 0.237191, -4.839407], [4.237642, 1.034899, -3.841398], [4.875944, 2.355518, -4.508856], [3.756338, 3.269236, -5.026581], [2.742973, 2.511293, -5.802655], [1.595870, 3.358044, -5.914719], [3.067099, 3.922294, -3.778158], [4.439361, 4.338880, -5.836273], [1.231152, 1.134217, -4.358085], [2.443600, 0.330240, -7.538501], [0.875697, 1.031747, -7.033967], [1.493633, -0.616599, -6.508634], [2.869111, -0.639620, -4.475927], [4.110355, -0.002330, -5.617369], [5.073345, 0.344290, -3.548236], [3.698376, 1.252628, -2.932297], [5.382304, 2.067964, -5.441750], [5.613765, 2.870734, -3.827368], [2.225304, 3.312350, -3.338365], [3.889855, 4.121766, -3.094267], [2.574436, 4.829909, -4.036406], [5.092222, 3.872947, -6.579828], [3.763992, 5.016901, -6.316402], [5.045002, 4.873717, -5.140378], [0.874015, 0.080281, -4.357278], [0.319945, 1.695228, -4.687976], [1.577902, 1.518927, -3.392742], [1.457909, 3.546567, -6.862737], [5.076142, -2.615133, -0.562629], [5.011631, -3.678557, -1.709277], [4.542369, -3.078084, -2.968367], [4.735149, -3.888164, -4.262671], [6.205279, -4.307160, -4.376582], [6.722909, -5.085042, -3.173086], [6.409590, -4.161678, -1.989044], [6.806556, -4.822408, -0.712856], [6.265763, -6.524248, -3.035381], [8.286186, -5.114017, -3.260483], [3.993075, -4.788075, -1.341727], [5.826635, -1.831589, -0.707106], [5.355877, -3.064720, 0.356082], [4.138333, -1.999176, -0.607114], [3.512147, -2.703981, -2.934814], [5.132583, -2.140922, -3.178849], [4.337732, -3.210666, -5.102241], [4.109243, -4.754987, -4.324607], [6.781429, -3.360835, -4.499766], [6.388247, -4.924473, -5.245981], [5.186115, -6.412875, -3.215800], [6.676945, -7.140244, -3.878422], [6.463768, -7.049878, -2.070723], [8.677452, -4.149738, -3.605369], [8.716992, -5.357099, -2.247870], [8.600885, -5.898659, -3.984925], [3.745946, -5.440527, -2.232298], [3.051308, -4.317610, -1.075653], [4.369074, -5.496870, -0.592183], [7.637046, -4.383246, -0.594328], [-4.094265, -3.692970, 8.355541], [-3.167519, -3.950671, 8.425616], [-4.415040, -4.210663, 7.612747], [0.086955, -7.551337, 1.198854], [0.555668, -8.355062, 1.410698], [-0.757497, -7.581828, 1.641008], [-2.678715, -6.446854, 2.549925], [-3.530933, -6.202611, 2.925918], [-2.663538, -5.937524, 1.668961], [-4.338865, -4.779841, 5.124922], [-3.398753, -4.537666, 5.215746], [-4.842206, -3.911423, 5.173293], [1.046581, -4.976167, 1.284881], [0.770121, -5.800423, 0.877523], [0.685027, -4.293691, 0.651242], [-2.107853, -5.417231, -0.076408], [-1.408961, -4.795636, -0.036315], [-2.631972, -5.216320, -0.842128], [-1.841962, -3.687148, 5.496237], [-0.931340, -3.865702, 5.160959], [-1.853311, -2.726608, 5.343138], [5.634857, -2.696377, 3.048977], [4.826670, -3.242869, 2.864837], [5.904832, -2.423214, 2.175006], [2.514214, -4.822401, 4.405508], [3.009785, -5.625909, 4.229695], [1.571094, -5.025011, 4.640010], [2.739068, 1.014854, 5.180287], [3.597943, 0.513845, 5.318415], [2.728040, 1.570556, 5.949314], [2.961398, -3.055532, 1.966535], [2.629636, -2.847870, 2.851251], [2.586132, -3.937574, 1.794163], [4.914660, -1.043674, 5.076779], [5.069795, -1.535405, 4.260453], [5.020806, -1.668293, 5.807189], [-0.135696, -5.112103, 3.866017], [-1.063812, -5.431046, 3.685908], [0.288027, -5.000203, 3.016759], [1.627879, -2.017191, 4.887734], [2.433355, -2.565975, 4.977216], [1.902767, -1.130947, 5.150867]], "forces_ev_per_angstrom": [[1.009, 2.216, -0.103], [1.064, -0.846, 0.117], [-1.098, 0.841, -1.253], [0.133, -0.946, -1.322], [1.314, -2.326, 1.037], [-1.100, 0.434, 0.037], [0.362, -0.058, 0.388], [-0.138, 0.002, 0.022], [0.541, -0.378, 0.768], [0.776, 0.074, 1.459], [0.216, -0.196, 0.829], [0.118, -0.261, -0.493], [-1.020, -1.732, 1.250], [-0.687, 0.476, -0.072], [0.178, -0.173, -0.244], [0.412, 0.489, 0.629], [-0.234, -0.032, 0.739], [-0.134, -0.186, 0.598], [0.233, 0.717, -0.571], [-0.764, 0.954, 0.505], [-0.164, 0.862, -0.091], [-0.359, -0.102, -0.321], [0.033, -0.074, -0.612], [0.645, -0.820, 0.216], [-0.148, -0.015, -0.218], [-0.770, 0.539, -1.547], [-0.060, -0.254, -0.267], [-0.204, 0.409, -0.488], [0.122, 0.261, -0.256], [-0.089, 0.151, -0.702], [-0.351, -0.059, 0.572], [1.295, -0.001, 0.468], [-2.367, -0.878, -1.037], [-0.014, 1.028, -1.051], [-0.913, 0.070, -0.886], [-0.244, -0.797, 1.275], [-0.120, 0.378, -0.510], [0.085, -0.294, -0.373], [2.018, 1.046, 0.361], [-0.236, -0.387, -0.085], [0.940, -0.009, 1.473], [-0.068, 0.205, -0.358], [-0.278, 0.080, -0.192], [-0.097, -0.240, -0.067], [0.952, -0.414, 0.205], [0.621, -0.188, 0.328], [0.044, -0.467, 0.547], [0.197, 1.146, 0.101], [-0.280, -0.335, 0.106], [0.344, 0.515, 0.606], [-0.408, -0.368, 0.555], [-1.301, 0.216, -0.646], [0.218, -0.515, 0.016], [0.234, 0.975, -0.349], [-0.128, -0.512, -0.236], [0.315, -0.813, 0.325], [0.160, 0.214, -1.269], [0.247, -0.321, 0.311], [-0.729, 0.481, -0.084], [-0.023, 0.320, 0.076], [-0.562, -0.342, -0.241], [-0.228, 0.457, -2.069], [0.269, 0.141, 1.083], [0.240, -0.201, 1.693], [-0.391, -1.536, 2.246], [0.971, -0.144, 0.190], [0.122, 0.128, 0.157], [-0.196, -0.224, -0.006], [0.156, 1.884, -1.485], [-0.161, -1.235, -0.177], [0.544, -0.213, -0.367], [-0.177, 0.181, 0.458], [0.363, -0.117, 0.441], [0.516, 0.294, -0.181], [-0.256, 0.143, -0.356], [0.420, -1.028, 0.526], [0.358, -0.229, -0.804], [-0.387, 1.023, -0.372], [-0.671, 1.256, -0.873], [-0.226, -0.619, -1.159], [0.581, 0.197, -0.071], [-0.294, -0.371, 0.276], [-0.742, -0.657, 0.609], [0.257, -0.164, -0.018], [-0.453, 0.461, 0.280], [0.374, 0.507, -0.374], [-0.255, -0.010, 0.074], [0.108, -0.477, -0.096], [0.165, 0.495, 0.503], [-0.362, 0.282, 0.065], [-0.169, -0.090, 0.168], [2.217, -1.727, -1.105], [-0.691, 1.809, 0.652], [1.240, -0.431, 0.535], [-0.601, 0.175, 0.657], [-1.244, -0.889, 0.323], [-0.941, -0.376, 0.533], [0.139, 0.711, 0.115], [1.704, 1.161, -1.304], [-2.363, -0.220, -1.382], [0.968, -0.028, -0.308], [-0.152, 0.522, 0.120], [0.997, -0.068, -0.170], [-0.491, 0.045, -0.250], [0.276, 0.078, -0.354], [0.121, -0.435, 0.250], [0.039, -0.440, -0.787], [-0.850, 0.178, -0.618], [0.495, 0.113, 0.044], [-0.028, -0.574, 0.251], [-0.103, -0.514, 0.059], [-0.778, 0.210, 0.148], [-0.538, -0.279, 0.411], [1.068, 0.293, 1.740], [0.223, -0.176, -0.197], [0.514, 0.223, -0.096], [-0.265, 0.248, 0.214], [-0.606, -0.185, 0.422], [-0.235, 0.283, -0.435], [-0.107, 0.202, 0.449], [0.361, 0.846, 1.190], [0.499, -0.687, -1.624], [-0.716, 0.266, -0.905], [-1.491, 0.415, 0.908], [0.577, 0.166, -1.883], [0.214, -0.928, 0.494], [0.239, -0.647, -1.214], [0.483, 0.581, -0.225], [0.693, 0.509, -0.119], [0.466, -0.407, 0.454], [-0.628, -0.212, -0.155], [-0.214, -0.172, -0.653], [-0.074, -0.352, 0.549], [-0.171, -0.367, 0.648], [0.069, -0.284, -0.027], [0.509, 0.087, 0.180], [0.163, 0.525, 0.311], [0.870, -0.125, 0.153], [-0.911, 0.379, 0.107], [0.408, 0.019, 0.716], [-0.742, 0.162, 0.400], [-0.319, -0.535, 0.534], [-0.296, -0.214, -0.191], [-0.032, 0.274, -0.875], [0.150, 0.051, 0.492], [-0.274, 0.147, 0.416], [-0.504, 0.783, -0.423], [0.314, -0.089, 0.901], [0.298, -0.060, 0.040], [-0.127, -0.167, 0.063], [-1.085, -0.632, 0.958], [0.767, 2.102, -2.572], [0.707, -0.413, 0.269], [-0.617, 1.128, 1.836], [0.947, -0.969, 0.162], [-0.124, 1.048, -0.051], [-1.174, 0.153, 0.061], [1.223, -0.629, 0.634], [-0.351, -1.979, 0.287], [-0.022, -0.706, 0.497], [0.212, -0.603, 0.585], [0.469, -0.278, 0.188], [0.289, -0.069, -0.475], [0.072, 0.277, 0.048], [0.190, -0.259, 0.503], [-0.526, -0.993, -1.311], [-0.743, 0.017, -0.536], [0.642, -0.388, -0.434], [-0.699, 0.371, -0.079], [-0.969, -0.125, 0.129], [0.828, 2.050, -0.629], [0.307, -0.033, -0.063], [-0.433, 0.260, 0.094], [-0.304, 0.160, 0.131], [0.393, 0.202, 0.138], [0.986, -0.044, -0.514], [-0.340, -0.347, -0.100], [-0.200, 0.241, 0.254], [0.395, -0.163, -0.206], [-0.838, 0.499, 0.068], [-0.043, 0.165, 0.083], [0.349, -1.155, 1.024], [-3.016, -1.638, -1.384], [-0.455, -1.656, 0.881], [2.838, 0.144, 0.971], [0.959, 0.208, -1.056], [0.051, 1.908, 1.130], [-0.067, -2.370, -0.715], [-1.596, -0.720, -0.308], [0.752, 1.140, -0.546], [-0.597, 0.012, -0.762], [-0.300, 0.096, -0.318], [0.355, -0.456, 0.600], [0.337, 0.441, -1.333], [1.090, 0.715, -0.454], [1.003, 0.756, 1.064], [-0.280, 0.678, -0.419], [0.284, 0.462, 0.667], [-1.192, -0.553, -0.970], [-0.526, 0.811, 0.386], [-0.359, 0.073, -0.095], [-0.162, -0.446, -0.389], [0.769, 1.155, -0.297], [-0.797, 0.195, 0.534], [0.172, -0.812, 0.839], [-0.042, -0.633, -0.289], [0.759, -0.214, 0.702], [0.099, 0.142, -0.091], [-0.170, 0.614, 0.208], [-0.049, 0.762, 0.230], [0.700, 0.105, -0.241], [-0.231, -0.135, 0.045], [0.467, 2.134, -0.762], [1.974, -0.268, -0.179], [-1.047, -1.924, 0.051], [-1.192, -0.156, 1.985], [0.956, -0.280, -1.022], [-0.135, -0.048, -0.352], [-0.203, -0.975, -0.147], [-0.048, -0.720, -0.515], [-1.805, -0.157, -0.929], [-0.049, 0.660, 0.510], [-0.205, -0.427, -0.145], [-0.546, 0.352, 0.348], [0.488, -0.156, 0.246], [0.104, -0.621, -0.503], [-0.491, 0.728, 0.023], [-0.191, 0.367, 0.325], [0.387, -0.362, 0.459], [-0.996, -0.435, -0.726], [1.357, 0.380, -0.201], [-0.397, 0.105, 0.536], [-0.163, 0.957, -0.289], [-0.092, 0.153, -0.064], [-0.472, 0.398, -0.254], [0.595, 0.687, 0.368], [0.197, 0.569, 0.790], [0.819, -0.117, 0.374], [-0.240, -0.524, -0.340], [0.385, -0.290, 0.580], [-0.504, 0.933, -1.907], [0.600, -0.988, 0.731], [0.142, 2.306, -2.371], [-0.300, 0.943, -0.416], [-0.360, 0.735, -0.460], [1.873, 1.226, 1.695], [-0.194, -0.833, 1.107], [-0.679, 0.125, -1.573], [-1.230, -0.327, -0.847], [-0.092, -0.253, 0.457], [0.343, -1.019, -0.975], [0.373, -0.293, -0.639], [-0.577, -0.516, 0.938], [0.503, -1.029, 0.730], [0.041, -0.331, 0.364], [-0.303, -0.585, 0.407], [1.024, -0.977, 0.885], [-0.560, -0.642, 0.214], [-0.057, -0.752, 0.207], [-0.016, -0.079, -0.461], [0.106, -0.975, 0.285], [-0.293, 0.539, 0.750], [-0.061, 0.823, -0.710], [-0.028, -0.160, 0.207], [-0.345, 0.124, -1.114], [-0.151, 0.501, 0.513], [0.312, 0.848, 0.802], [-0.095, -0.002, 0.469], [-0.218, 0.504, 0.149], [0.782, 0.250, 0.472], [0.179, 0.206, 0.123], [-0.054, 0.103, -0.024], [-0.159, -0.257, -0.338], [0.395, 0.299, -0.528], [0.056, -0.286, 0.147], [-0.589, -0.051, 0.348], [0.233, 1.154, -1.715], [-0.078, -0.010, 0.343], [0.079, -1.017, 1.435], [-0.881, 1.204, 0.092], [-0.233, 0.185, -0.060], [0.869, -1.377, 0.016], [-0.582, 1.292, -1.208], [0.039, -0.958, 0.236], [0.628, -0.377, 1.066], [-0.754, -1.395, 0.832], [0.919, 1.136, -0.145], [-0.215, 0.403, -0.622], [1.242, 0.947, -0.250], [-0.636, -0.497, 0.096], [-0.458, -0.270, 0.235], [-0.944, -0.922, 0.193], [0.704, 0.676, 0.013], [0.163, 0.257, -0.355], [-0.500, 0.494, 0.368], [-0.402, -0.160, 0.131], [1.074, -0.218, -0.450], [1.519, -1.315, -0.142], [-1.091, 0.362, -0.637], [-0.352, 0.710, 0.518], [0.037, 0.005, 0.077], [-0.155, 0.009, 0.089], [-0.040, 0.026, -0.009], [-0.450, 0.490, 0.906], [0.342, -0.368, -0.340], [0.075, 0.129, -0.346], [-1.586, -0.445, 0.763], [1.221, 0.227, 0.023], [0.218, 0.066, -0.947], [0.580, -0.518, -0.130], [-0.631, 0.253, 0.104], [0.047, 0.244, -0.060]], "mulliken_charge": [-2.179, 2.301, 0.050, -0.918, -1.435, 1.941, 0.111, -0.575, -1.902, -1.636, -2.269, 0.402, 0.459, 0.491, -0.604, 0.276, 0.375, 0.420, 0.414, 0.286, 0.383, 0.469, 0.427, 0.233, 0.519, 0.271, 0.338, 0.692, 0.258, 0.382, -0.301, 1.881, -1.052, -0.919, -0.622, 1.444, 1.180, 0.074, -2.061, -1.166, -1.704, -0.279, 0.670, -1.297, 0.439, 0.151, 0.407, 0.375, -0.266, 0.524, 0.225, 0.429, 0.536, -0.388, -0.287, 0.865, 0.076, 0.335, 0.589, -0.320, -1.723, 2.137, -0.463, -1.478, -0.269, 1.748, 1.516, -0.778, -1.859, -1.808, -1.809, 0.686, -0.322, 0.516, 0.567, -0.524, 0.375, 0.562, -0.523, 0.516, 0.257, 0.460, 0.260, 0.503, 0.023, 0.439, 0.332, 0.315, 0.472, 0.189, -1.740, 2.025, -1.489, -0.728, -1.344, 2.515, -0.549, 0.929, -2.060, -2.157, -1.547, 0.082, 0.382, 0.306, 0.415, 0.357, 0.420, 0.389, 0.442, 0.319, 0.076, 0.368, 0.603, 0.641, -0.050, 0.280, 0.182, 0.202, 0.524, -0.059, -1.284, 2.713, -0.414, 1.205, 0.331, 1.013, 0.534, 3.130, 1.524, -0.037, -0.061, -0.171, 0.041, 0.058, -0.743, 0.831, -0.593, -0.888, -0.284, -0.845, -0.488, -1.001, -0.425, -0.226, -0.756, -0.309, -0.058, -0.377, -0.636, -0.777, 0.147, 2.622, -1.621, -0.533, -1.402, 1.515, -0.141, -0.170, -2.070, -0.994, -2.244, -0.318, -0.517, 0.050, 0.501, 0.383, 0.066, 0.615, 0.504, 0.310, 0.529, 0.316, 0.450, 0.507, 0.234, -0.022, 0.534, 0.231, 0.407, 0.297, -2.785, 2.760, -1.232, -0.892, -1.537, 1.665, -0.055, -0.324, -1.581, -1.882, -1.576, 0.722, 0.122, 0.462, 0.625, 0.071, 0.475, 0.403, 0.480, 0.500, 0.463, 0.334, 0.473, 0.424, 0.420, 0.374, 0.221, 0.239, 0.289, 0.342, -1.635, 1.520, -0.527, 0.311, -1.648, 1.956, -0.034, -0.446, -0.765, -1.996, 0.653, 0.424, 0.425, 0.021, -0.575, 0.754, 0.345, -0.364, 0.443, 0.233, -0.552, 0.326, 0.620, 0.461, 0.418, 0.399, -0.386, 0.375, -0.863, 0.339, -1.768, 3.030, -0.380, -0.806, -1.564, 1.590, 0.085, -0.488, -1.512, -1.714, -0.952, 0.737, 0.440, -0.402, -0.762, 0.016, 0.318, 0.335, 0.296, 0.497, 0.393, 0.435, 0.226, 0.382, 0.353, 0.369, 0.034, -0.271, 0.430, 0.355, -0.667, 0.305, 0.316, -0.542, 0.237, 0.290, -0.604, 0.292, 0.376, -0.697, 0.467, 0.313, -1.189, 0.405, 0.151, -0.675, 0.162, 0.225, -0.498, 0.296, 0.222, -0.798, 0.314, 0.452, -0.564, 0.222, 0.364, -0.457, 0.248, 0.248, 0.148, -0.138, 0.073, -0.642, 0.402, 0.283, -0.737, 0.255, 0.479, -0.432, 0.197, 0.204], "charge": 0, "molar_mass_g_mol": 1667.523, "gap_ha": 0.320, "de_lowest_kj_mol": 0.0, "total_energy_ha": -5428.58307}